(1)
Density functional theory data (ωB97M-V/def2-TZVPD) for BrClHOP in the gas phase in a non-equilibrium geometry.

XYZ file:
```
5
Properties=species:S:1:pos:R:3:mulliken_charge:R:1
O -1.224 0.083 0.003 -0.45
P 0.128 0.027 0.824 0.42
Cl 1.078 -1.446 0.021 -0.16
Br 1.298 1.834 0.207 -0.19
H -1.280 -0.499 -1.055 0.38
```

Values from the calculation:
Frontier orbital gap in eV: 9.36
Energy relative to the best compared isomer or geometry (same formula, charge and spin) in eV: 0.951
Total energy in eV: -93918.18726
LUMO energy in hartree: -0.001
SMILES: OP(Cl)Br


(2)
Density functional theory data (ωB97M-V/def2-TZVPD) for 2 unconnected molecules or ions with the total composition BrClHOP in a non-equilibrium geometry.

XYZ file:
```
5
Properties=species:S:1:pos:R:3:mulliken_charge:R:1
O 1.989 0.489 -0.803 -0.33
P 2.096 1.410 0.307 0.48
Br -0.016 1.755 0.959 -0.15
Cl -2.409 -1.278 -0.313 -0.25
H -1.660 -2.377 -0.150 0.25
```

Values from the calculation:
Frontier orbital gap in eV: 9.40
Energy relative to the best compared isomer or geometry (same formula, charge and spin) in eV: 0.959
Total energy in eV: -93918.17971
LUMO energy in hartree: -0.044
SMILES: O=PBr.Cl


(3)
Density functional theory data (ωB97M-V/def2-TZVPD) for a molecular structure, BrClHOP in a non-equilibrium geometry.

XYZ file:
```
5
Properties=species:S:1:pos:R:3:mulliken_charge:R:1
O -0.932 -0.381 -0.772 -0.45
P 0.565 0.212 -0.745 0.41
Cl 0.229 1.590 0.733 -0.22
Br 1.526 -1.395 0.412 -0.14
H -1.389 -0.026 0.371 0.39
```

Values from the calculation:
Frontier orbital gap in eV: 9.94
Energy relative to the best compared isomer or geometry (same formula, charge and spin) in eV: 1.162
Total energy in eV: -93917.97623
LUMO energy in hartree: -0.007


(4)
Density functional theory data (ωB97M-V/def2-TZVPD) for BrClN2O2 in the gas phase in a non-equilibrium geometry.

XYZ file:
```
6
Properties=species:S:1:pos:R:3:mulliken_charge:R:1
O -0.452 0.016 1.452 -0.54
N -0.119 0.207 0.356 1.01
N -0.603 0.507 -0.718 -0.23
Cl -2.309 0.546 -0.704 -0.03
O 1.431 0.178 0.051 -0.37
Br 2.052 -1.454 -0.438 0.16
```

Values from the calculation:
Frontier orbital gap in eV: 9.33
Energy relative to the best compared isomer or geometry (same formula, charge and spin) in eV: 0.720
Total energy in eV: -89633.40211
LUMO energy in hartree: -0.048
SMILES: [O-]/[N+](=N\Cl)OBr


(5)
Density functional theory data (ωB97M-V/def2-TZVPD) for a molecular structure, BrClO3P in a non-equilibrium geometry.

XYZ file:
```
6
Properties=species:S:1:pos:R:3:mulliken_charge:R:1
O 0.839 0.738 1.241 -0.63
O 1.258 -0.972 -0.751 -0.61
O -1.005 0.467 -0.478 -0.23
P 0.406 -0.256 0.206 0.93
Cl -0.387 1.673 -1.454 -0.09
Br -1.112 -1.651 1.235 -0.37
```

Values from the calculation:
Frontier orbital gap in eV: 9.28
Energy relative to the best compared isomer or geometry (same formula, charge and spin) in eV: 0.388
Total charge: -1
Total energy in eV: -97999.80683
LUMO energy in hartree: 0.126


(6)
Density functional theory data (ωB97M-V/def2-TZVPD) for a molecular structure, BrFO2S in a non-equilibrium geometry.

XYZ file:
```
5
Properties=species:S:1:pos:R:3:mulliken_charge:R:1
O -0.184 -1.782 0.358 -0.33
O 1.023 -0.146 1.620 -0.33
F -0.961 1.585 -1.468 -0.17
S -0.220 -0.501 0.996 0.54
Br 0.341 0.844 -1.506 0.28
```

Values from the calculation:
Frontier orbital gap (alpha / beta) in eV: 7.91 / 6.44
2S+1: 3
Total energy in eV: -87682.72271
LUMO energy (alpha / beta) in hartree: 0.000 / -0.162
<S²>: 2.013


(7)
Density functional theory data (ωB97M-V/def2-TZVPD) for a molecular structure, BrFS in a non-equilibrium geometry.

XYZ file:
```
3
Properties=species:S:1:pos:R:3:mulliken_charge:R:1
F -0.945 -0.120 -2.090 -0.66
S 0.936 0.049 2.037 0.10
Br 0.009 0.071 0.053 0.56
```

Values from the calculation:
Frontier orbital gap (alpha / beta) in eV: 5.54 / 5.38
Energy relative to the best compared isomer or geometry (same formula, charge and spin) in eV: 2.896
Total energy in eV: -83590.53961
LUMO energy (alpha / beta) in hartree: -0.176 / -0.178


(8)
Density functional theory data (ωB97M-V/def2-TZVPD) for 10 unconnected molecules or ions with the total composition BrH18O9 in a non-equilibrium geometry.

XYZ file:
```
28
Properties=species:S:1:pos:R:3:mulliken_charge:R:1
Br -14.380 12.760 1.636 -0.72
O -12.132 13.098 -0.988 -0.58
H -11.573 12.304 -0.962 0.31
H -12.623 12.884 -0.215 0.27
O -16.833 11.786 -0.747 -0.59
H -16.297 12.536 -0.468 0.40
H -17.772 12.024 -0.683 0.25
O -15.777 12.306 5.034 -0.66
H -15.856 12.111 4.118 0.28
H -14.947 12.733 5.118 0.39
O -13.060 9.258 1.631 -0.53
H -12.185 8.955 1.769 0.27
H -12.968 10.208 1.648 0.31
O -14.014 10.381 -1.105 -0.57
H -14.330 10.550 -0.201 0.16
H -14.339 11.182 -1.513 0.37
O -11.290 14.556 2.109 -0.57
H -10.836 14.510 2.925 0.29
H -11.862 13.780 2.164 0.26
O -15.537 14.516 -0.924 -0.62
H -15.697 15.499 -0.993 0.29
H -14.897 14.390 -0.235 0.34
O -13.444 13.940 4.588 -0.75
H -14.155 14.474 4.805 0.30
H -13.482 13.622 3.658 0.14
O -16.174 9.810 1.087 -0.64
H -16.132 10.740 0.720 0.31
H -15.921 9.145 0.424 0.30
```

Values from the calculation:
Frontier orbital gap in eV: 9.21
Energy relative to the best compared isomer or geometry (same formula, charge and spin) in eV: 1.083
Total charge: -1
Total energy in eV: -88765.87287
LUMO energy in hartree: 0.112


Question: total energy of number 5 (BrClO3P)?
Answer: -97999.80683 eV


Question: Among the records above, which one has the lowest total energy?
Answer: BrClO3P